[1]
Below is a 3-piece molecular cluster, C16H22BF17O12P2S2 overall, with properties calculated with ωB97M-V/def2-TZVPD.

Results
Energy relative to the best compared isomer or geometry (same formula, charge and spin) in kcal/mol: 0.00
Spin multiplicity: 1

XYZ file:
```
72
Properties=species:S:1:pos:R:3:forces:R:3:mulliken_charge:R:1
C -1.3344 -0.2585 -1.1479 0.2113 -0.6343 0.2377 -0.881
C -1.9957 -1.5786 -1.5574 0.0424 0.8209 -0.0715 -0.785
P -3.2554 -1.5657 -2.8901 -0.4336 -0.7662 -0.7077 -0.005
C -2.3547 -1.1166 -4.4370 -0.2173 0.4271 0.1975 -1.143
C -4.4515 -0.1254 -2.4483 0.9480 0.5762 0.5780 -0.463
S -3.8512 1.6158 -2.6539 -1.1707 0.2919 0.8510 1.606
O -3.4898 2.1725 -1.4067 0.4740 -0.0553 0.0647 -0.542
O -4.7494 2.3182 -3.5057 0.1097 -0.1469 -0.5702 -0.666
F -2.5464 1.4130 -3.4801 0.1524 0.0481 -0.0781 -0.219
O -4.6199 -0.3018 -1.0234 -0.1937 -0.5739 -0.3283 -0.285
S -5.6585 -1.5335 -0.8069 -0.1210 0.0749 0.3151 1.209
O -4.9791 -2.7494 -0.5579 0.2685 -0.1596 -0.2296 -0.599
O -6.6179 -1.0939 0.1298 -0.1393 0.1595 0.0142 -0.605
O -6.2098 -1.5698 -2.3189 -0.1103 0.3621 0.1308 -0.316
C -5.8941 -0.2945 -2.9889 0.5653 -0.0835 0.5269 0.889
C -5.8923 -0.4397 -4.4940 -0.5400 -0.6779 -0.0419 -0.970
B -7.2839 -0.7416 -5.2064 0.0864 -0.2245 -0.1199 0.599
O -8.5036 -0.4110 -4.6554 -0.1188 0.2692 -0.5226 -0.482
O -7.2552 -1.3939 -6.4271 0.4122 0.3940 0.2643 -0.580
P -7.2591 0.9910 -2.4440 0.1419 0.7132 -1.2647 -0.292
O -8.3242 0.0605 -1.6563 0.2334 -0.1836 0.0571 -0.473
O -6.4634 1.7655 -1.2675 -0.4930 -0.4090 0.3871 -0.105
H -2.0047 0.3229 -0.5210 0.0036 0.2278 -0.2035 0.209
H -0.4534 -0.4795 -0.5413 -0.0171 0.0415 0.0128 0.470
H -0.9852 0.3065 -2.0094 -0.1011 0.1304 0.0577 0.188
H -2.4802 -2.0484 -0.7033 0.0848 -0.1286 -0.0051 0.427
H -1.2327 -2.2622 -1.9415 -0.1475 -0.1655 -0.0378 0.566
H -2.9220 -0.3613 -4.9792 0.0574 -0.0585 -0.1079 0.365
H -1.3624 -0.7095 -4.2461 0.0397 -0.0852 -0.0776 0.371
H -2.3174 -2.0040 -5.0640 0.1845 -0.0581 0.0636 0.409
H -5.2204 -1.2486 -4.7962 0.0488 0.0066 0.0822 0.182
H -5.4871 0.4785 -4.9287 -0.0447 0.0798 0.0566 0.371
H -8.5555 0.5288 -4.4210 0.0390 -0.1155 0.4046 0.434
H -7.4282 -0.7739 -7.1435 -0.3690 -0.3267 -0.1682 0.307
H -8.6817 -0.5976 -2.2717 -0.1729 0.0064 0.1016 0.416
H -7.0453 2.4544 -0.9216 0.2672 0.1601 0.1214 0.402
F 0.3045 3.0505 2.6027 -0.0372 0.0120 -0.0535 -0.234
C -0.1193 2.8446 1.3393 -0.1347 -0.0124 -0.0289 0.051
F -1.1234 1.9411 1.3727 0.0349 0.0186 0.0192 -0.226
C 1.0111 2.2890 0.4678 0.1899 -0.1982 0.0991 1.088
F 1.3698 1.0612 0.8996 -0.0604 0.0178 -0.0124 -0.294
F 0.4634 2.1417 -0.7770 -0.0196 0.1349 0.0030 -0.305
C 2.2583 3.1601 0.2727 0.1590 0.3410 -0.4729 -0.921
O 3.3808 2.8714 1.0765 -0.2014 -0.3796 0.2664 -0.345
C 3.5437 3.4205 2.3181 0.0905 0.2145 -0.1743 0.775
F 2.6347 4.3803 2.5698 0.0054 -0.0278 0.0501 -0.296
F 4.7629 4.0078 2.3401 -0.0132 0.0447 0.0366 -0.309
C 3.5596 2.3494 3.4135 -0.0607 -0.1542 0.2315 0.878
F 2.4085 1.6409 3.4034 0.0349 0.0669 -0.0149 -0.229
F 3.6708 2.9534 4.6190 0.0096 0.0482 -0.0434 -0.286
H -0.5002 3.7811 0.9233 0.0112 -0.0002 0.0111 0.297
H 2.5920 2.9321 -0.7387 0.0074 -0.0343 0.0134 0.406
H 2.0067 4.2214 0.2850 -0.1115 -0.0396 0.1688 0.296
H 4.3941 1.6688 3.2658 -0.0049 0.1391 -0.0008 -0.330
F 9.1005 -1.6844 3.1894 0.0361 -0.0489 0.0235 -0.209
C 9.4239 -2.8509 3.7847 0.1253 -0.0490 -0.0078 0.080
F 10.1262 -3.5955 2.9023 -0.0218 0.0293 0.0162 -0.266
C 8.1661 -3.6253 4.1886 -0.2230 -0.0390 -0.2154 0.878
F 7.4773 -3.9902 3.0885 0.0479 0.0140 0.0181 -0.268
F 8.6255 -4.7660 4.7843 0.0690 0.0397 0.0700 -0.328
C 7.2238 -2.9716 5.2065 -0.0590 -0.1332 0.5989 -0.722
O 6.0818 -2.3136 4.6973 0.0851 -0.0730 -0.4776 -0.376
C 6.1142 -1.0082 4.3095 -0.0235 0.0260 0.2750 0.830
F 7.2671 -0.4028 4.6427 -0.0175 0.0285 -0.0443 -0.295
F 5.1178 -0.3621 4.9650 0.0264 0.0558 0.0011 -0.272
C 5.8055 -0.8476 2.8160 -0.0906 -0.0481 -0.2155 0.139
F 6.6856 -1.5243 2.0594 0.0134 0.0784 0.0618 -0.224
F 5.8955 0.4718 2.4997 0.1200 -0.1356 -0.0503 -0.304
H 10.0516 -2.6536 4.6579 -0.0170 0.0246 -0.0041 0.289
H 6.8163 -3.8057 5.7755 -0.0249 -0.0091 -0.0373 0.385
H 7.7716 -2.3500 5.9156 0.0926 0.0840 -0.1620 0.330
H 4.7971 -1.2039 2.5965 -0.0181 0.0274 0.0611 0.305
```
Positions in Å, forces in eV/Å.

[2]
Below is one molecule with the formula C16H22BrN5O2, with properties calculated with ωB97M-V/def2-TZVPD.

Results
Energy relative to the best compared isomer or geometry (same formula, charge and spin) in kcal/mol: 74.84
Spin multiplicity: 1

XYZ file:
```
46
Properties=species:S:1:pos:R:3:forces:R:3:nbo_charge:R:1
C -2.7287 -1.1122 -5.2835 -0.8882 1.0831 -0.9056 -0.650
C -2.5558 -0.0782 -4.1541 -1.5863 -0.8452 -0.7810 0.154
N -3.4497 -0.1396 -3.1896 0.0978 0.6302 0.1920 -0.267
N -3.1729 0.9024 -2.3286 2.1508 -0.4009 -1.0831 -0.196
C -3.6458 0.8404 -0.9711 -0.6334 -1.6184 0.7746 -0.256
C -3.1210 -0.3177 -0.1517 -1.4821 -2.0113 0.8355 0.300
N -3.8275 -1.4589 0.1227 2.8934 1.7823 -1.1294 -0.097
O -2.8747 -2.2318 0.8244 0.5294 1.7002 0.6071 -0.239
C -1.8096 -1.4265 1.0714 -2.5453 2.0629 -1.5827 0.441
C -0.7659 -1.8305 1.9960 1.7611 -4.8046 0.8985 0.583
O -0.5519 -3.0869 2.1624 -0.6379 4.0846 -0.3292 -0.588
N -0.0412 -0.8559 2.5740 -1.8539 1.2730 -2.0147 -0.577
C 1.1790 -1.0788 3.2190 3.1731 -0.7182 0.0508 -0.049
C 1.7734 0.2364 3.6527 0.8436 -0.4022 -0.0913 -0.418
C 2.1420 1.0949 2.4061 3.4130 0.9490 1.6097 -0.421
C 3.4417 0.3969 1.7609 0.7917 2.6708 0.0716 -0.186
C 4.0372 1.2613 0.5400 -1.6555 1.0806 0.8199 -0.622
C 2.9591 -0.9168 1.2270 -0.2950 0.1296 0.3787 -0.426
C 2.3304 -1.7442 2.3709 -0.6861 -1.2868 -2.0213 -0.422
N -1.9314 -0.2100 0.5070 0.2814 -2.7258 0.5418 -0.501
C -1.9700 1.4849 -2.7492 1.3006 0.5347 1.2428 0.157
C -0.9635 2.2163 -1.8818 -2.4637 -0.2981 1.0109 -0.657
C -1.6464 1.0469 -3.9780 -0.9363 -2.7945 -1.2621 -0.197
Br -0.1879 1.3757 -5.1730 -0.6527 0.0612 0.9169 0.074
H -3.6528 -0.8673 -5.9425 1.7745 0.1644 0.8358 0.231
H -1.7960 -1.0806 -5.8547 -0.3996 -0.2346 -0.3440 0.222
H -2.9787 -2.1547 -5.0313 0.5415 0.5293 0.7738 0.241
H -4.7434 0.7415 -0.8683 0.4732 0.5784 -0.6268 0.246
H -3.2486 1.6550 -0.4173 -0.1281 1.2514 0.1290 0.231
H -0.2579 0.1217 2.3176 0.0137 -1.0387 0.0582 0.421
H 0.9590 -1.7377 4.0403 0.2961 -0.2952 0.6134 0.220
H 2.6959 -0.0416 4.1878 -0.0035 0.2572 -0.3919 0.218
H 1.1897 0.5827 4.4647 -1.0371 1.4649 0.3704 0.217
H 2.4066 2.1847 2.6468 -0.4841 -1.5116 -0.0347 0.218
H 1.4532 1.1254 1.6118 -1.3390 -0.0369 -0.8023 0.195
H 4.3133 0.3618 2.5696 -1.9245 -0.3959 -1.5019 0.201
H 4.4147 2.3092 0.9609 -0.4470 -2.3487 -1.2373 0.216
H 3.1608 1.4614 -0.1846 1.2179 -0.0418 1.0803 0.198
H 4.7486 0.6652 -0.0791 -0.0594 0.7108 0.8223 0.218
H 2.2161 -0.7588 0.4398 -0.0938 0.3551 -0.0073 0.196
H 3.8155 -1.3295 0.6885 -0.1580 -0.9625 0.3978 0.217
H 1.9294 -2.6632 1.9319 -0.0697 0.0194 0.0288 0.232
H 3.2040 -2.0857 2.8886 0.0403 -0.0289 1.4461 0.216
H -0.1632 2.6511 -2.4689 -0.0925 0.1006 0.1149 0.245
H -1.6674 2.9281 -1.4369 1.0443 0.8856 0.4568 0.218
H -0.6177 1.5631 -1.0386 -0.0851 0.4415 -0.9317 0.242
```
Positions in Å, forces in eV/Å.

[3]
Below is a 4-piece molecular cluster, C16H22ClF9NO10P overall, with properties calculated with ωB97M-V/def2-TZVPD.

Results
DFT total energy in Ha: -3130.44596
Spin multiplicity: 1

XYZ file:
```
60
Properties=species:S:1:pos:R:3:forces:R:3:nbo_charge:R:1
N 1.4399 -3.9730 5.0254 -0.4660 0.1752 -0.4029 -1.136
P 1.6738 -3.0215 3.6290 0.5973 -0.3717 -0.5097 1.129
O 2.4504 -1.7312 4.2784 -0.5495 0.0539 0.2827 -0.968
C -0.0262 -2.2901 3.2104 -0.4607 -0.3512 -0.2128 0.495
O -0.3445 -2.3958 2.0561 0.2307 0.3931 0.7001 -0.522
O -0.8229 -1.5924 4.1025 0.2260 -0.2500 -0.6825 -0.547
C -1.4948 -2.3619 5.0866 -0.2759 0.4628 0.0952 -0.052
C -3.0128 -2.2892 4.9698 0.3109 -0.2846 -0.0772 -0.543
C -3.6388 -3.4578 4.2808 -0.9550 -0.8055 0.1817 0.557
O -4.4594 -4.1610 4.7882 0.4649 0.3795 -0.3494 -0.489
Cl -3.0884 -3.8298 2.6326 0.0756 0.1894 0.1165 -0.067
H 1.8702 -4.8623 4.8308 0.2249 -0.2824 0.1799 0.392
H 0.4794 -4.1657 5.2680 0.0497 0.1359 0.3090 0.380
H 2.7854 -1.2249 3.5346 0.3602 0.3009 -0.1137 0.496
H -1.2039 -3.4017 5.0811 0.2028 -0.3067 -0.1122 0.167
H -1.2370 -1.9363 6.0395 0.2536 0.0903 0.4921 0.203
H -3.3390 -1.3565 4.5408 0.0163 0.3534 -0.3738 0.263
H -3.4151 -2.3451 5.9645 -0.2564 0.0670 0.5239 0.244
C -1.2807 -1.4812 -0.7006 0.1975 0.0817 -0.3022 -0.634
C -2.2016 -0.5323 -1.4310 -0.2942 -0.3331 0.4211 -0.080
O -1.4531 0.4343 -2.2012 -0.0632 0.1512 0.0573 -0.479
C -1.0322 0.0347 -3.3838 -0.1619 0.0568 0.2266 0.695
O -1.2039 -1.0247 -3.9012 0.0520 -0.2539 -0.2270 -0.539
C -0.3180 1.2045 -4.0730 0.3317 0.0760 -0.0653 0.897
F 0.5222 1.8297 -3.2425 0.0674 0.0568 0.0914 -0.312
F -1.2216 2.1034 -4.4890 -0.1271 0.0921 -0.0930 -0.320
F 0.3757 0.7975 -5.1260 0.0231 -0.1156 -0.1444 -0.300
H -0.5769 -0.9307 -0.0820 -0.0369 0.0177 0.1115 0.225
H -1.8535 -2.1501 -0.0638 -0.0428 0.0232 0.0559 0.231
H -0.7019 -2.0794 -1.4031 -0.0373 -0.0498 -0.0325 0.222
H -2.7873 0.0546 -0.7274 0.0881 0.1734 -0.0463 0.198
H -2.8965 -1.0604 -2.0822 0.1034 0.0230 -0.1635 0.196
C -2.7254 4.4305 -2.7810 -0.1832 0.2246 0.2294 -0.641
C -1.3644 4.3639 -2.1244 -0.0420 -0.3538 -0.4667 -0.082
O -1.1895 5.4338 -1.1735 0.1162 0.0807 -0.0228 -0.476
C -1.7117 5.2338 0.0223 0.1189 -0.0059 -0.2749 0.693
O -2.3063 4.2705 0.3963 -0.1860 -0.2004 0.2196 -0.545
C -1.4038 6.4411 0.9226 -0.0840 0.0134 0.0103 0.897
F -1.6145 7.5903 0.2798 -0.0116 0.1569 -0.0444 -0.308
F -0.1242 6.4039 1.3066 0.1911 0.0075 0.0441 -0.310
F -2.1669 6.4192 2.0051 -0.1055 0.0005 0.1860 -0.300
H -2.8827 5.4080 -3.2378 0.0653 -0.0131 -0.0701 0.214
H -2.8101 3.6664 -3.5485 0.0279 -0.0288 -0.0282 0.230
H -3.5210 4.2770 -2.0523 0.0262 -0.0759 0.0258 0.220
H -0.5786 4.5005 -2.8628 0.0707 0.1574 0.0787 0.199
H -1.1974 3.4044 -1.6378 -0.0566 0.0433 0.1468 0.206
C 4.5219 -0.3010 -4.0399 0.0288 0.0857 0.2153 -0.637
C 4.3181 -1.7401 -3.6221 0.0204 0.0345 -0.5130 -0.080
O 4.5411 -1.9002 -2.2066 0.1226 -0.1022 0.0069 -0.475
C 3.5222 -1.6166 -1.4180 0.0489 -0.0411 -0.1903 0.694
O 2.4276 -1.2720 -1.7441 -0.2392 0.1100 0.0493 -0.544
C 3.9466 -1.8293 0.0443 -0.0130 0.0321 0.1545 0.898
F 5.1431 -1.2914 0.2791 0.1684 0.1231 0.0659 -0.307
F 4.0149 -3.1288 0.3270 -0.0160 -0.2281 -0.0156 -0.303
F 3.0693 -1.2676 0.8741 -0.1336 0.0984 0.0786 -0.313
H 5.5114 0.0445 -3.7397 0.0355 -0.0423 -0.0723 0.216
H 4.4290 -0.2071 -5.1204 -0.0043 -0.0287 -0.0328 0.225
H 3.7874 0.3517 -3.5737 -0.1220 0.0107 -0.0110 0.223
H 5.0500 -2.3846 -4.1023 0.0727 -0.0565 0.1465 0.197
H 3.3263 -2.1044 -3.8847 -0.0659 0.0493 0.1477 0.204
```
Positions in Å, forces in eV/Å.

What is the spin multiplicity in the first record?
1